No. 1
{
  "formula": "C4H7NO2S",
  "method": "ωB97M-V with the def2-TZVPD basis set",
  "elements": ["C", "C", "O", "C", "N", "S", "C", "O", "H", "H", "H", "H", "H", "H", "H"],
  "xyz": [[-1.2401, 2.4765, -1.0343], [-1.9513, 1.3725, -0.2299], [-1.1272, 0.8499, 0.8403], [-0.2787, -0.0693, 0.4972], [-0.1798, -0.5488, -0.6656], [1.3392, -1.3495, -0.8372], [1.4831, -1.4295, 0.9983], [0.6757, -0.3104, 1.4181], [-0.2644, 2.1891, -1.3422], [-1.7728, 2.7562, -1.9105], [-1.1038, 3.3552, -0.3986], [-2.2963, 0.5043, -0.9170], [-2.7877, 1.7973, 0.3405], [1.0758, -2.3554, 1.4688], [2.5142, -1.2315, 1.3592]],
  "smiles": "CCOC1=NSCO1",
  "orbital_gap_ev": 9.150,
  "e_lumo_ev": 0.86,
  "e_homo_ev": -8.288
}


No. 2
{
  "formula": "C3H10N4O",
  "method": "ωB97M-V with the def2-TZVPD basis set",
  "elements": ["C", "N", "C", "O", "N", "H", "H", "H", "H", "H", "H", "N", "C", "N", "H", "H", "H", "H"],
  "xyz": [[1.7151, 1.4447, 0.7278], [1.6531, 0.3325, -0.1976], [0.8112, -0.7337, 0.2068], [1.3143, 0.7809, -1.4922], [0.7828, -1.8409, -0.6377], [0.3928, 1.1068, -1.4637], [1.0456, -1.5661, -1.5800], [0.9926, -0.9914, 1.2505], [2.4186, 2.1766, 0.3366], [2.0904, 1.0826, 1.6835], [0.7312, 1.9193, 0.8738], [-2.8140, 0.3490, 0.2576], [-2.0338, -0.6895, -0.1381], [-2.0001, -1.7855, -0.5854], [-2.6162, 0.7227, 1.1742], [-3.8028, 0.2259, 0.0933], [-0.2092, -2.1889, -0.7229], [-0.4717, -0.3451, 0.2135]],
  "orbital_gap_ev": 8.928,
  "e_lumo_ev": 0.31,
  "e_homo_ev": -8.617
}


No. 3
{
  "formula": "F3NO2S",
  "method": "ωB97M-V with the def2-TZVPD basis set",
  "elements": ["O", "S", "O", "F", "N", "F", "F"],
  "xyz": [[0.4270, -0.3908, 1.6013], [-0.3947, 0.0469, 0.5540], [-2.1658, -0.7428, 0.2428], [-0.6218, 1.6362, 0.6695], [0.5328, 0.1872, -0.9743], [1.6663, 0.7481, -0.4687], [0.8333, -1.1286, -1.1250]],
  "smiles": "O=S(=O)(F)N(F)F",
  "orbital_gap_ev": [9.876, 9.875],
  "e_lumo_ev": [-1.74, -1.74],
  "e_homo_ev": [-11.618, -11.619]
}


No. 4
{
  "formula": "H6O3",
  "method": "ωB97M-V with the def2-TZVPD basis set",
  "elements": ["O", "H", "H", "O", "H", "H", "O", "H", "H"],
  "xyz": [[-2.7741, 0.1662, -1.7031], [-3.0966, -0.7154, -1.8902], [-3.1495, 0.3830, -0.8497], [0.9824, -0.1600, 2.9173], [0.5689, -0.9780, 3.1930], [1.9193, -0.3103, 3.0432], [2.0999, 0.4467, -1.8559], [1.1515, 0.5590, -1.9209], [2.2981, 0.6088, -0.9336]],
  "smiles": "O.O.O",
  "orbital_gap_ev": 11.995,
  "e_lumo_ev": 0.67,
  "e_homo_ev": -11.325
}


No. 5
{
  "formula": "C42H62CuN4O2Se2",
  "method": "ωB97M-V with the def2-TZVPD basis set",
  "elements": ["Cu", "C", "N", "C", "C", "C", "N", "C", "C", "C", "C", "C", "C", "C", "O", "C", "C", "C", "C", "C", "C", "C", "C", "C", "C", "C", "C", "C", "C", "C", "O", "C", "C", "C", "C", "C", "C", "C", "C", "H", "H", "H", "H", "H", "H", "H", "H", "H", "H", "H", "H", "H", "H", "H", "H", "H", "H", "H", "H", "H", "H", "H", "H", "H", "H", "H", "H", "H", "H", "H", "H", "H", "H", "H", "H", "H", "H", "H", "H", "H", "H", "H", "H", "H", "H", "H", "H", "H", "H", "H", "H", "H", "H", "Se", "C", "N", "C", "Se", "N", "C", "C", "C", "C", "C", "C", "H", "H", "H", "H", "H", "H", "H", "H"],
  "xyz": [[0.9134, -0.4762, -0.6427], [-3.1346, 0.0514, 0.5006], [-2.1434, 1.0942, 0.4438], [-2.6631, 2.2790, -0.1902], [-1.5719, 1.4325, 1.7279], [-0.7691, 0.3123, 2.3821], [0.4071, -0.1015, 1.6403], [0.7922, -1.4550, 2.0556], [-0.2293, -2.5011, 1.6988], [-0.7821, -3.2791, 2.6979], [-1.6878, -4.2942, 2.4206], [-1.9632, -4.5288, 1.0778], [-1.4133, -3.8149, 0.0295], [-0.5586, -2.7101, 0.3271], [-0.1426, -1.9418, -0.6133], [-1.7741, -4.2738, -1.3882], [-3.2877, -4.0923, -1.5973], [-1.0579, -3.5274, -2.5135], [-1.3875, -5.7560, -1.5457], [-2.3282, -5.1733, 3.4858], [-3.8578, -5.0505, 3.4183], [-1.9007, -4.8110, 4.9117], [-1.9184, -6.6324, 3.2378], [1.5235, 0.8218, 1.8222], [1.4034, 2.1762, 1.1741], [1.6106, 3.2872, 1.9665], [1.6269, 4.5793, 1.4518], [1.5169, 4.6891, 0.0759], [1.3541, 3.6110, -0.7810], [1.1984, 2.3063, -0.2336], [0.8419, 1.3037, -0.9690], [1.3831, 3.9572, -2.2739], [2.7203, 4.6623, -2.5652], [0.1946, 4.8807, -2.6010], [1.3241, 2.7659, -3.2271], [1.7973, 5.7827, 2.3712], [0.6491, 5.8240, 3.3903], [1.7914, 7.1182, 1.6173], [3.1324, 5.6676, 3.1192], [-4.0723, 0.3678, 1.0036], [-2.7343, -0.8252, 1.0025], [-3.3766, -0.2445, -0.5208], [-3.4958, 2.7374, 0.3853], [-3.0202, 2.0300, -1.1904], [-1.8608, 3.0085, -0.2926], [-2.3664, 1.7481, 2.4461], [-0.9010, 2.2797, 1.5684], [-1.4028, -0.5677, 2.5181], [-0.4724, 0.6652, 3.3930], [0.9747, -1.4766, 3.1481], [1.7310, -1.7124, 1.5537], [-0.4862, -3.0764, 3.7195], [-2.6483, -5.3314, 0.8383], [-3.5620, -3.0611, -1.3838], [-3.8714, -4.7381, -0.9428], [-3.5633, -4.3143, -2.6287], [-1.3123, -2.4735, -2.5121], [-1.3476, -3.9536, -3.4778], [0.0194, -3.6034, -2.4011], [-1.8631, -6.3902, -0.8007], [-0.3094, -5.8562, -1.4394], [-1.6708, -6.1196, -2.5346], [-4.1605, -4.0262, 3.6275], [-4.3228, -5.7075, 4.1545], [-4.2289, -5.3176, 2.4329], [-2.2121, -3.8013, 5.1715], [-0.8229, -4.8919, 5.0284], [-2.3703, -5.5025, 5.6135], [-2.2714, -6.9756, 2.2695], [-2.3295, -7.2862, 4.0079], [-0.8340, -6.7137, 3.2514], [2.4119, 0.3476, 1.3945], [1.7072, 0.9578, 2.9062], [1.7565, 3.1401, 3.0312], [1.5800, 5.6725, -0.3622], [2.8554, 5.5691, -1.9816], [2.7921, 4.9270, -3.6201], [3.5303, 3.9778, -2.3242], [0.2407, 5.8142, -2.0410], [-0.7350, 4.3728, -2.3467], [0.1770, 5.1190, -3.6655], [2.0224, 1.9882, -2.9312], [1.5680, 3.0957, -4.2421], [0.3268, 2.3354, -3.2381], [-0.3075, 5.9025, 2.8765], [0.7649, 6.6844, 4.0510], [0.6392, 4.9228, 3.9963], [0.8525, 7.2602, 1.0860], [2.6120, 7.1681, 0.9050], [1.9077, 7.9404, 2.3255], [3.1587, 4.7609, 3.7154], [3.2768, 6.5199, 3.7842], [3.9563, 5.6317, 2.4100], [3.1451, -1.1205, -0.7204], [-0.9734, -0.1357, -5.7322], [-2.1836, -0.3622, -5.0021], [-2.2898, -0.2251, -3.6322], [-1.0402, 0.3461, -2.4383], [-3.5914, -0.5673, -3.3301], [-4.2921, -0.8746, -4.4569], [-5.6136, -1.2296, -4.6559], [-6.0274, -1.4211, -5.9750], [-5.1524, -1.2691, -7.0326], [-3.8108, -0.9284, -6.8387], [-3.3892, -0.7302, -5.5313], [-0.1782, 0.0321, -5.0051], [-1.0690, 0.7412, -6.3792], [-0.7291, -1.0087, -6.3415], [-3.9238, -0.6203, -2.3819], [-6.2910, -1.3517, -3.8243], [-7.0575, -1.6874, -6.1659], [-5.5104, -1.4142, -8.0426], [-3.1383, -0.8137, -7.6751]],
  "charge": -2,
  "s2": 0.761,
  "orbital_gap_ev": [3.804, 3.623],
  "e_lumo_ev": [3.85, 3.85],
  "e_homo_ev": [0.050, 0.231],
  "spin_multiplicity": 2
}


No. 6
{
  "formula": "C13H27Cl12NO2",
  "method": "ωB97M-V with the def2-TZVPD basis set",
  "elements": ["C", "N", "O", "O", "H", "H", "H", "Cl", "C", "C", "Cl", "H", "H", "H", "H", "Cl", "C", "C", "Cl", "H", "H", "H", "H", "Cl", "C", "C", "Cl", "H", "H", "H", "H", "Cl", "C", "C", "Cl", "H", "H", "H", "H", "Cl", "C", "C", "Cl", "H", "H", "H", "H", "Cl", "C", "C", "Cl", "H", "H", "H", "H"],
  "xyz": [[-5.4244, 2.3826, 2.5695], [-4.8452, 1.0262, 2.4197], [-3.7205, 0.8049, 2.0791], [-5.5302, 0.1134, 2.8848], [-6.5127, 2.3487, 2.5186], [-4.9330, 2.9723, 1.7956], [-5.0952, 2.8361, 3.5044], [3.8497, -4.3069, -3.7247], [2.4722, -4.7302, -4.7705], [2.5895, -4.0150, -6.1315], [1.0900, -4.2590, -7.0476], [1.6053, -4.4019, -4.1970], [2.5142, -5.8071, -4.9339], [3.3928, -4.4711, -6.7101], [2.6870, -2.9371, -6.0019], [-0.1335, 4.4294, 4.5829], [0.1717, 3.1410, 5.6956], [1.6205, 3.0889, 6.3130], [2.8217, 3.0538, 4.9831], [-0.0899, 2.2565, 5.1148], [-0.5382, 3.3613, 6.4929], [1.7606, 2.1962, 6.9225], [1.7992, 3.9092, 7.0082], [-1.3094, -2.5001, -0.2141], [-0.0887, -1.2370, -0.5130], [0.9716, -0.9962, 0.6094], [1.8105, 0.5775, 0.2569], [-0.6462, -0.3080, -0.6326], [0.4118, -1.3526, -1.4744], [1.7146, -1.7848, 0.7281], [0.4981, -0.8410, 1.5788], [5.6412, -6.7366, 6.0431], [5.3489, -5.2452, 5.1419], [4.3462, -4.4533, 5.9446], [3.8241, -2.9767, 5.0683], [4.9233, -5.5837, 4.1972], [6.3212, -4.7639, 5.0366], [4.6333, -4.2241, 6.9708], [3.4465, -5.0534, 6.0801], [0.2965, 4.6716, -2.7737], [-0.6826, 4.6865, -1.3269], [-1.8354, 5.6837, -1.4576], [-3.0847, 5.0285, -2.5019], [-0.0491, 4.9742, -0.4879], [-1.0171, 3.6593, -1.1816], [-1.5350, 6.6299, -1.9075], [-2.2472, 5.9587, -0.4865], [-1.1456, 1.4009, -7.6094], [-2.7171, 1.1620, -6.8001], [-3.2429, -0.3113, -6.7874], [-2.4650, -1.2097, -5.5087], [-3.5339, 1.7104, -7.2694], [-2.6766, 1.5842, -5.7961], [-3.1505, -0.8801, -7.7126], [-4.3121, -0.2621, -6.5813]],
  "smiles": "C[N+](=O)[O-].ClCCCl.ClCCCl.ClCCCl.ClCCCl.ClCCCl.ClCCCl",
  "orbital_gap_ev": 10.629,
  "e_lumo_ev": 0.04,
  "e_homo_ev": -10.590
}